Record 1
84
Properties=species:S:1:pos:R:3:lowdin_charge:R:1 method="wB97M-V/def2-TZVPD" relative_energy_kcal_mol=16.0 orbital_gap_ev="2.8 / 2.8" largest_force_ev_per_a=3.7 lumo_ha="-0.328 / -0.328" total_charge=+2
N -0.1118 1.7519 -0.7963 -0.003
Zr 1.4158 0.2729 0.3420 1.695
C 4.5582 4.1890 2.4708 -0.055
H -0.7894 0.1759 6.1848 0.129
C 2.9080 2.7461 1.5210 -0.251
C -0.8864 1.4638 -1.8493 -0.123
C 5.1800 3.0880 3.1174 -0.062
H -4.0068 1.9911 1.8122 0.095
Cl 4.1278 -0.9606 -0.5518 0.661
C 3.5611 1.6212 2.1411 -0.253
O 0.4630 4.1150 1.7256 0.120
C -2.0791 -2.0356 1.8823 -0.194
C 1.9316 -4.6112 -0.6843 0.037
H 1.8253 -4.3529 -1.7336 0.098
H -2.9369 4.1478 -1.8810 0.132
C -2.7309 -1.1491 -0.9580 -0.259
H -2.2289 1.1922 4.4106 0.122
H 1.5085 -0.6185 5.5422 0.139
C -4.2977 -2.1734 -2.6186 -0.565
O -4.6937 0.1634 -1.3261 0.164
H -1.5070 -5.5991 -2.1511 0.036
H -4.2054 -0.3597 -5.2968 0.113
H -3.1357 -4.9376 -1.9071 0.040
H -1.8581 -4.5933 -0.7164 0.024
C -4.4376 1.5041 0.9424 0.006
C -0.4421 0.2561 5.1638 0.002
C 1.2420 -0.0424 3.5099 -0.170
H -1.4817 4.6791 0.1095 0.139
H -1.3826 1.2793 2.0832 0.096
C 4.6874 0.4326 -1.4944 -0.857
C 1.5975 -0.4605 -4.3803 0.026
H 4.9785 5.1761 2.6068 0.111
H -2.7240 -1.0498 -4.5990 0.072
C -1.8946 2.3124 -2.2774 -0.019
C -0.0921 -2.5076 -1.8248 -0.346
C 4.6875 1.8242 2.9765 -0.007
C 0.7722 -1.5397 -2.3957 -0.487
H 4.9649 0.0939 -2.4854 0.043
H -3.6845 0.1710 -3.6846 0.071
C -2.0717 -4.7488 -1.7721 -0.260
C 1.1584 -2.5578 0.2799 -0.511
C -3.7694 -0.1306 -0.6207 -0.516
H -5.3878 1.0379 1.1939 0.113
O 2.1303 -3.4140 0.1139 0.030
H 5.5144 0.8953 -0.9690 0.050
C 3.4379 4.0305 1.6947 -0.013
As -1.6102 -3.1786 -2.8401 1.366
H 0.9360 -0.0841 -5.1565 0.110
C -0.7639 0.8859 2.8824 -0.136
Cl 3.3929 1.6447 -1.6441 0.645
C -2.1488 3.4756 -1.5684 0.000
N 0.4545 0.4670 2.5442 0.001
C -0.3360 2.9028 -0.1481 -0.187
H 1.8713 0.3273 -3.6830 0.059
O 3.4103 -1.0666 3.6898 0.183
H 6.0603 3.2686 3.7185 0.112
N 2.9359 0.4441 1.9359 -0.098
O -3.4874 0.4881 0.5457 -0.119
H -4.5851 2.2136 0.1315 0.097
O -5.0098 -2.9851 -2.1011 0.170
H 2.8269 -5.2000 -0.5194 0.116
O 1.3524 -0.6413 -1.6852 -0.234
C -1.2418 0.8159 4.1835 -0.015
O 0.8838 -1.5191 -3.7069 -0.019
C 0.6644 3.2439 0.9154 -0.477
O -4.5539 -1.6940 -3.8333 0.008
N 1.7720 2.4245 0.8215 -0.093
O 1.4059 -1.6601 1.1801 -0.190
C -3.7245 -0.6700 -4.3740 -0.037
C 2.6624 -0.3572 3.1016 -0.419
H 2.4808 -0.9034 -4.8344 0.114
C -2.9328 -1.9690 -1.9998 -0.271
H 5.1522 0.9694 3.4494 0.117
C -1.3562 3.7765 -0.4722 0.046
C -0.0656 -2.5451 -0.4116 -0.276
H 1.0480 -5.1342 -0.3223 0.110
H -2.8016 -1.3654 2.3407 0.040
H -2.4701 2.0593 -3.1543 0.111
H -1.2851 -2.2751 2.5892 0.047
H 2.9500 4.8828 1.2447 0.121
As -1.2717 -1.2067 0.3192 1.382
C 0.8298 -0.1882 4.8190 0.052
H -2.5706 -2.9509 1.5556 0.052
H -0.6888 0.5351 -2.3635 0.098



Record 2
78
Properties=species:S:1:pos:R:3:lowdin_charge:R:1 method="wB97M-V/def2-TZVPD" relative_energy_kcal_mol=27.5 orbital_gap_ev=5.7 largest_force_ev_per_a=1.4 lumo_ha=-0.128 total_charge=+1
C -1.5889 3.1653 0.4199 -0.157
H 2.8593 -1.7830 2.9912 0.135
C 1.5905 -0.6764 4.3670 -0.142
H -3.3599 -0.8816 3.1560 0.118
H -1.3545 1.3921 -2.3000 0.008
H -2.0875 2.4424 -0.2118 0.093
C 1.8458 -1.3700 3.0351 -0.188
H 3.6755 -4.6035 0.3070 0.110
C 2.4418 0.7839 2.6286 -0.196
H 3.1509 0.8197 4.6783 0.114
C 2.9351 1.8121 -2.8190 -0.068
Pd 0.0793 0.7428 0.0527 0.806
H -4.9946 -2.6151 2.5138 0.115
C -0.3517 4.8876 2.1090 -0.001
H 2.0511 -1.1187 -1.5819 0.096
P -0.7195 -1.2206 -0.9287 1.075
H 0.5171 -0.6074 4.5518 0.105
C -1.4220 5.3713 1.3425 -0.306
H 2.0411 -1.2070 5.2035 0.116
H 0.2350 -3.3193 -2.7742 0.106
C 3.5189 0.8109 -0.5036 -0.053
H -0.5738 -4.0314 -4.9876 0.113
H 2.9723 0.1539 0.1718 0.029
H 0.1563 5.5301 2.8161 0.118
C 1.9199 -2.0126 -0.9806 -0.107
C 0.7013 1.9371 -2.5873 -0.379
C 0.6492 -2.3484 -0.5096 -0.371
H 1.4296 -5.1981 1.1472 0.110
H -2.9059 -3.2255 -1.1703 0.117
C -1.2110 -1.7374 -2.5879 -0.347
H 3.9858 -2.5669 -1.0641 0.113
C 0.4762 -3.4976 0.2577 -0.084
C -2.0566 4.4521 0.4912 -0.003
C -2.0782 -1.7505 0.1461 -0.306
H 1.5419 1.5139 4.4957 0.103
C -2.9997 -2.7279 -0.2130 -0.062
H -1.4888 0.4390 2.5286 0.108
C 3.0031 -2.8256 -0.6919 -0.055
N -1.8412 6.6524 1.4325 0.147
H -0.9963 2.1555 -3.8580 0.084
H 0.8728 3.2077 2.5487 0.092
H -0.2876 -0.4936 1.8715 0.055
C -2.2669 -1.0617 -3.2031 -0.101
C 1.7310 2.1979 -3.4579 -0.068
H -2.7436 -0.2280 -2.7004 0.102
C 2.6107 1.3386 -1.5714 -0.389
C -0.5925 -2.8001 -3.2386 -0.061
H 2.0804 1.6860 2.1422 0.087
H -2.5663 6.9949 0.8295 0.111
N 1.2487 1.4290 -1.4330 -0.078
C -4.1726 -2.3816 1.8502 -0.054
C -2.1111 -2.5385 -5.0878 -0.059
H 1.1378 -2.1605 2.7898 0.115
C 0.0461 3.5821 1.9590 -0.129
H -4.7489 -3.8207 0.3626 0.113
H -0.5095 -3.7670 0.6187 0.105
H 1.6098 2.6110 -4.4479 0.099
H -2.4678 -2.8610 -6.0572 0.112
N -1.2289 -0.1123 1.7216 0.044
O 1.7211 -0.3221 2.0669 -0.248
C 2.2052 0.7226 4.1488 -0.130
C -2.1942 -1.1073 1.3730 -0.301
H 3.9388 1.8847 -3.2107 0.100
H -1.0737 3.1345 -2.3921 0.066
H 4.3415 0.2509 -0.9491 0.084
H -3.5389 -0.9427 -4.9206 0.112
C -4.0378 -3.0571 0.6459 -0.059
H -2.9100 4.7561 -0.1011 0.119
H 3.9597 1.6221 0.0829 0.079
C 1.5680 -4.3048 0.5515 -0.073
N -0.5376 2.7093 1.1262 -0.033
H 3.5048 0.6635 2.4096 0.122
C -1.0507 -3.1998 -4.4862 -0.057
C -3.2536 -1.4074 2.2138 -0.018
C 2.8280 -3.9704 0.0777 -0.064
H -1.3785 7.3076 2.0349 0.112
C -0.7628 2.1652 -2.7945 -0.061
C -2.7182 -1.4649 -4.4472 -0.061